[1]
Entry from OMol25: a structure of composition C28H17CaF6I2N4O7P (the ωB97M-V functional and the def2-TZVPD basis).

Last column: Löwdin spin population.
Positions of all 66 atoms, in Å:
Ca: 1.35672 1.16785 1.47043  0.00
I: 6.41066 2.42596 0.07481  0.00
C: 5.65450 2.27526 2.00734  0.00
C: 6.49102 2.54470 3.09842  0.00
C: 6.03476 2.45455 4.38503  0.00
I: 7.36245 2.87001 5.94632  0.00
C: 4.68818 2.09092 4.63669  0.00
C: 4.10752 1.97416 5.91808  0.00
C: 2.79357 1.62572 6.04914  0.00
C: 2.03669 1.39179 4.89185  0.00
N: 2.53982 1.48658 3.68269  0.00
C: 3.84796 1.82371 3.52925  0.00
C: 4.32054 1.89710 2.15752  0.00
O: 3.52499 1.63543 1.18922  0.00
H: 7.51771 2.82700 2.90798  0.00
H: 4.71592 2.16424 6.79240  0.00
H: 2.33150 1.52970 7.02176  0.00
H: 0.99027 1.11664 4.96771  0.00
N: -1.39158 0.62003 -1.59940  0.00
C: -1.01170 0.84988 -2.99011  0.00
C: 0.00988 1.65940 -3.43106  0.00
C: 0.22841 1.68767 -4.80291  0.00
C: -0.54994 0.92116 -5.66657  0.00
C: -1.57406 0.11286 -5.19310  0.00
C: -1.81167 0.08428 -3.82784  0.00
C: -2.78284 -0.62633 -2.99370  0.00
C: -3.79007 -1.53551 -3.28061  0.00
C: -4.52158 -2.06152 -2.22544  0.00
C: -4.26116 -1.69343 -0.90714  0.00
C: -3.25639 -0.78293 -0.60777  0.00
C: -2.54376 -0.27719 -1.67190  0.00
H: -1.58469 1.49182 -1.08984  0.00
H: -0.53658 0.14733 -1.08823  0.00
H: 0.61028 2.23890 -2.74197  0.00
H: 1.02012 2.30720 -5.20218  0.00
H: -0.34550 0.95222 -6.72887  0.00
H: -2.16234 -0.49312 -5.86894  0.00
H: -3.98139 -1.85055 -4.29821  0.00
H: -5.29088 -2.79609 -2.42321  0.00
H: -4.82508 -2.14876 -0.10384  0.00
H: -3.02629 -0.51033 0.41418  0.00
F: -0.75230 2.26487 1.86697  0.00
P: -0.73989 3.62501 0.89576  0.00
F: 0.51529 4.14981 1.74354  0.00
F: 0.33376 2.77010 -0.06652  0.00
F: -1.78034 4.32941 1.84976  0.00
F: -1.94378 2.94099 0.03416  0.00
F: -0.67061 4.84425 -0.10712  0.00
O: 0.72697 -1.13820 1.75511  0.00
C: 0.38485 -1.24218 0.56174  0.00
O: 0.63168 -0.27575 -0.26936  0.00
C: -0.40346 -2.38676 0.03701  0.02
C: -1.20811 -3.08813 0.91056  0.11
C: -2.13101 -4.03378 0.40171  0.07
C: -2.18011 -4.28366 -0.98190  0.05
C: -1.34402 -3.57481 -1.80626  0.02
C: -0.44008 -2.60908 -1.34716  0.19
N: -1.46971 -3.78151 -3.25009  0.00
O: -0.78725 -3.08123 -3.98394  -0.01
O: -2.25621 -4.61657 -3.66311  0.02
N: -3.04527 -4.65003 1.24166  0.15
O: -3.88962 -5.44309 0.74438  0.17
O: -3.00857 -4.37808 2.46910  0.17
H: -1.18599 -2.88388 1.96986  0.01
H: -2.89339 -4.99078 -1.37237  0.00
H: 0.19125 -2.06524 -2.03143  0.01

Cartesian forces, eV/Å:
Ca 0.37 -0.15 0.01
I 0.00 0.00 0.01
C -0.04 -0.05 0.00
C 0.01 -0.01 0.00
C 0.01 0.01 -0.02
I 0.00 0.00 0.00
C -0.03 -0.02 -0.02
C -0.01 0.00 0.00
C 0.00 0.00 0.02
C 0.02 0.00 -0.04
N -0.16 -0.01 0.00
C 0.03 0.02 0.03
C 0.01 0.07 -0.05
O -0.15 0.00 0.02
H 0.00 0.00 0.01
H 0.00 0.00 0.00
H 0.01 0.00 0.00
H 0.00 0.00 0.00
N 0.11 0.05 -0.07
C -0.08 0.00 -0.04
C 0.00 -0.01 0.05
C 0.00 0.00 -0.01
C 0.00 -0.01 -0.01
C 0.01 -0.02 0.01
C 0.01 0.03 -0.01
C -0.02 -0.01 -0.01
C -0.01 0.02 -0.01
C -0.01 -0.01 0.01
C -0.04 -0.01 -0.03
C 0.05 0.08 0.01
C -0.04 -0.04 0.00
H -0.06 0.00 -0.01
H 0.01 -0.03 0.15
H 0.01 0.00 -0.01
H 0.00 0.00 0.01
H 0.00 0.00 0.00
H 0.00 0.00 -0.01
H 0.00 0.00 0.00
H 0.01 0.00 0.00
H 0.01 0.00 0.01
H -0.01 -0.02 0.00
F 0.04 -0.11 0.04
P -0.10 -0.08 -0.13
F 0.01 -0.03 -0.01
F 0.01 -0.03 0.01
F 0.00 0.03 0.05
F 0.04 0.01 0.00
F 0.03 0.04 -0.01
O 0.03 0.08 -0.04
C -0.07 0.11 0.06
O -0.02 0.16 0.00
C -0.03 -0.06 -0.03
C -0.02 0.02 0.03
C -0.02 -0.02 0.08
C 0.05 0.03 -0.06
C -0.04 -0.03 0.04
C 0.05 0.01 0.02
N 0.02 -0.04 -0.08
O -0.02 0.00 0.02
O 0.02 0.03 0.03
N 0.06 0.01 -0.05
O -0.02 0.00 -0.01
O -0.01 0.01 0.03
H 0.00 -0.01 0.00
H 0.00 0.00 0.00
H -0.01 0.00 0.00

## Properties
Energy above the lowest of the compared OMol25 structures with the same formula, charge and spin (eV): 0.047
Total charge: -1
HOMO (spin up / spin down) (eV): -3.03 / -5.76
⟨S²⟩: 0.780
F_max (eV/A): 0.40
LUMO energy (spin up / spin down) (eV): 1.685 / 1.685
Spin multiplicity: 2

***

[2]
Entry from OMol25: a cluster of 11 separate species, C9H40N2O10 in total in a non-equilibrium geometry (the ωB97M-V functional and the def2-TZVPD basis).

Last column: natural (NBO) charge in e.
Positions of all 61 atoms, in Å:
N: -0.24954 0.99066 1.44541  -0.96
H: -0.01357 0.95026 0.42875  0.48
H: 0.44380 0.51681 2.03395  0.44
H: -1.10161 0.41128 1.50018  0.45
H: -0.34735 1.96204 1.73076  0.43
C: -1.91561 -0.06882 -3.61398  -0.60
C: -0.81008 -0.90290 -2.92875  0.10
C: -0.03784 -1.52695 -4.10771  -0.37
C: 1.32237 -2.20002 -3.79996  -0.40
C: 2.14866 -1.27333 -2.94677  -0.39
C: 1.44586 -0.58020 -1.78446  0.11
N: 0.14719 -0.09606 -2.21991  -0.21
O: -0.43922 0.87773 -1.35830  -0.86
C: 2.35440 0.54290 -1.26106  -0.61
C: 1.32502 -1.61081 -0.63145  -0.64
C: -1.44931 -2.02622 -2.11563  -0.64
H: -2.71943 -0.71119 -3.97174  0.20
H: -1.54856 0.48685 -4.47738  0.20
H: -2.27616 0.66694 -2.89597  0.23
H: 0.19726 -0.78907 -4.88052  0.20
H: -0.68787 -2.24473 -4.61996  0.19
H: 1.84561 -2.53880 -4.69104  0.21
H: 1.02503 -3.06460 -3.19556  0.18
H: 2.72609 -0.58717 -3.57151  0.20
H: 2.92076 -1.90423 -2.48403  0.19
H: 2.79157 1.03632 -2.13522  0.21
H: 3.19710 0.17339 -0.67715  0.19
H: 1.83590 1.36830 -0.77930  0.24
H: 2.28151 -1.71225 -0.11652  0.19
H: 1.07672 -2.62759 -0.94211  0.21
H: 0.56704 -1.30321 0.08917  0.18
H: -2.32635 -2.46380 -2.59720  0.21
H: -1.76287 -1.63070 -1.14512  0.20
H: -0.79597 -2.87996 -1.92772  0.20
O: 2.00076 -0.33899 2.68089  -0.98
H: 1.84764 -1.28809 2.78949  0.50
H: 2.89614 -0.27713 2.32629  0.50
O: -0.48687 3.85338 1.49689  -0.97
H: -0.44865 4.77963 1.75601  0.49
H: -0.64462 3.87102 0.54293  0.50
O: -3.12538 0.64832 -0.87259  -1.02
H: -3.35284 1.55180 -0.63568  0.46
H: -2.17512 0.69449 -1.15382  0.52
O: -2.21679 -0.82132 1.32558  -0.98
H: -2.80260 -1.13901 2.02132  0.48
H: -2.79747 -0.65763 0.56001  0.53
O: -2.06765 2.24628 3.74079  -0.95
H: -2.77968 2.78742 3.38074  0.49
H: -2.36696 2.00398 4.62505  0.49
O: 2.50951 2.74917 2.01446  -0.95
H: 1.74886 3.06672 2.52512  0.49
H: 2.47616 1.79373 2.11603  0.45
O: 0.62574 2.62048 4.02958  -0.99
H: -0.32239 2.65799 3.80782  0.50
H: 0.69216 3.04866 4.88923  0.48
O: -0.91843 -3.33478 1.58074  -0.94
H: -1.62868 -3.10261 2.18078  0.46
H: -0.76626 -2.53439 1.06692  0.48
O: 0.92828 -0.39494 5.44833  -0.95
H: 0.54075 0.43888 5.72664  0.46
H: 1.46386 -0.16393 4.67828  0.49

Cartesian forces, eV/Å:
N 0.29 -0.35 0.28
H 0.07 -0.11 -0.99
H 0.23 0.28 -0.33
H -0.35 0.40 0.16
H -0.21 -0.04 0.05
C 0.33 0.60 0.58
C 0.90 -0.78 -1.52
C 0.84 -0.50 -1.35
C -2.11 0.11 1.21
C 1.50 -0.64 0.05
C -0.74 -0.74 0.54
N 0.20 2.23 -0.35
O -0.30 -0.78 0.99
C 0.00 0.80 -1.29
C 0.10 -0.47 0.28
C -0.42 -0.34 0.67
H -0.06 -0.03 0.20
H 0.29 -0.03 0.08
H -0.31 -0.22 -0.54
H -0.32 0.45 0.26
H -0.07 -0.10 0.12
H -0.05 0.03 -0.03
H 0.54 -0.33 -0.11
H -0.40 0.36 0.00
H 0.20 0.14 0.00
H 0.10 0.01 -0.01
H -0.16 -0.10 0.14
H -0.19 -0.36 0.43
H 0.06 0.07 0.17
H -0.16 0.14 -0.22
H -0.02 0.18 0.06
H -0.08 0.24 -0.09
H -0.03 -0.12 -0.05
H 0.22 0.20 0.02
O 0.23 -0.29 0.24
H -0.07 0.01 -0.12
H -0.02 -0.06 -0.04
O -0.34 0.20 -0.22
H 0.10 -0.05 0.06
H 0.15 -0.05 0.01
O -0.48 -0.11 0.52
H -0.05 -0.02 -0.03
H 0.83 0.09 0.10
O -0.55 -0.39 0.30
H 0.04 0.07 0.01
H 0.09 0.50 -0.33
O -0.33 0.02 0.14
H 0.11 0.02 -0.11
H 0.02 -0.08 -0.06
O 0.07 0.11 -0.25
H 0.24 -0.20 0.04
H -0.06 0.18 0.07
O -0.22 0.03 0.27
H 0.04 0.00 0.12
H 0.15 0.05 -0.06
O 0.38 -0.27 0.08
H -0.03 -0.01 -0.01
H -0.20 -0.02 -0.07
O -0.03 -0.09 0.01
H 0.05 0.03 -0.06
H -0.02 0.13 0.00

## Properties
Energy above the lowest of the compared OMol25 structures with the same formula, charge and spin (eV): 0.629
HOMO (eV): -5.54
F_max (eV/A): 2.44
LUMO energy (eV): -0.605
Spin multiplicity: 1

***

[3]
Entry from OMol25: the molecule H4N2S2 in a non-equilibrium geometry (the ωB97M-V functional and the def2-TZVPD basis).

Last column: natural (NBO) charge in e.
Positions of all 8 atoms, in Å:
N: -1.79183 0.47464 0.89715  -1.00
N: 1.29998 -0.93681 -0.19761  -0.85
S: -0.02714 -0.36662 0.59229  0.72
S: 2.13913 -0.04337 -1.34958  0.20
H: -1.78862 1.40721 0.59858  0.35
H: -2.66058 -0.08643 0.52666  0.38
H: 0.52968 0.76298 1.20463  0.07
H: 2.29937 -1.21160 -2.27212  0.13

Cartesian forces, eV/Å:
N -0.03 -3.30 -0.77
N -1.20 1.32 -1.24
S -0.18 -0.10 2.81
S 0.35 -2.70 -1.20
H -0.44 1.59 -0.88
H 2.41 1.54 0.63
H -0.80 -0.64 -0.80
H -0.11 2.29 1.45

## Properties
Energy above the lowest of the compared OMol25 structures with the same formula, charge and spin (eV): 3.522
HOMO (spin up / spin down) (eV): -8.48 / -8.48
F_max (eV/A): 3.39
LUMO energy (spin up / spin down) (eV): -0.930 / -0.929
Spin multiplicity: 1